# 1
The following is a quantum chemistry calculation of the molecule CH5N3 at a distorted geometry, from the OMol25 dataset.

Values from the calculation:
Highest occupied orbital energy: -9.2 eV
Max |F|: 5.6 eV/A
Frontier orbital gap: 10.0 eV
Structure (SMILES): [H]/N=C\NN

Atoms and positions in Å:
C 0.78980 0.48526 0.06453
H -2.20025 -0.52232 -0.44027
H -1.44059 -0.64219 1.06623
H -1.01865 1.39711 0.11313
H 1.26637 1.40020 0.38568
H 0.95766 -1.27182 -0.24306
N -1.27115 -0.54290 0.03120
N -0.62059 0.59946 -0.17816
N 1.56268 -0.52406 -0.03431

Atomic partial charges in e from the Löwdin method, atoms 1 to 2: atom 1 (C): -0.283, atom 2 (H): 0.104



# 2
The following is a quantum chemistry calculation of a 8-piece molecular cluster, C32H48F7O21P overall at a distorted geometry, from the OMol25 dataset.

Values from the calculation:
Highest occupied orbital energy: -9.4 eV
Max |F|: 5.6 eV/A
Frontier orbital gap: 9.6 eV
Structure (SMILES): C[PH3]C(F)(F)C(F)(F)C(F)(F)F.C[C@@H]1COC(=O)O1.C[C@@H]1COC(=O)O1.C[C@@H]1COC(=O)O1.C[C@@H]1COC(=O)O1.C[C@@H]1COC(=O)O1.C[C@@H]1COC(=O)O1.C[C@@H]1COC(=O)O1

Atoms and positions in Å:
C -1.81601 3.42486 -6.46090
P -0.18102 4.12047 -5.69182
C 1.40999 4.99611 -4.98706
F 2.57770 4.33633 -5.64725
F 1.57579 4.72417 -3.51778
C 1.35792 6.62433 -5.17243
F 0.26673 7.26393 -4.34649
F 1.14958 6.90786 -6.64176
C 2.74215 7.41188 -4.76004
F 2.50196 8.86242 -5.10881
F 2.83019 7.37278 -3.27464
F 3.96341 6.92012 -5.43766
H -1.57267 2.74111 -7.37933
H -2.40646 4.36690 -6.89122
H -2.50548 2.88562 -5.68021
H 0.61254 3.47577 -6.74736
H -0.33910 3.31881 -4.47685
H -0.76844 5.43226 -5.80500
C -1.52473 4.04522 1.31367
C -1.41549 3.05069 0.17485
C -0.09009 3.06678 -0.52236
O -0.42337 2.57300 -1.81125
C -1.72873 2.92107 -2.02617
O -2.29749 2.83389 -3.10168
O -2.30642 3.38732 -0.87868
H -2.57336 4.27650 1.52877
H -1.05575 3.65135 2.22039
H -1.03704 4.99387 1.06463
H -1.68087 2.04663 0.52610
H 0.65030 2.42193 -0.04113
H 0.33142 4.07040 -0.64269
C 0.38846 -1.95987 -0.24553
C 1.30235 -1.04873 0.54981
C 1.92325 -1.70260 1.74564
O 2.18363 -0.59306 2.59255
C 1.24608 0.35267 2.27965
O 1.03848 1.36079 2.93417
O 0.56820 0.01266 1.14267
H -0.31917 -1.37548 -0.84313
H 0.96749 -2.60506 -0.91312
H -0.20821 -2.60120 0.41211
H 2.05584 -0.60321 -0.11025
H 2.84966 -2.23194 1.50654
H 1.24754 -2.38214 2.27576
C -0.24011 11.56225 -4.07622
C -0.15775 11.36684 -2.57523
C -0.63742 10.02699 -2.10856
O -1.02919 10.29806 -0.77097
C -1.39727 11.61525 -0.74185
O -1.97191 12.15014 0.19169
O -1.04376 12.24812 -1.90045
H -0.25966 12.62760 -4.32922
H 0.61336 11.09501 -4.57672
H -1.15573 11.12346 -4.48722
H 0.85777 11.58320 -2.22333
H 0.14490 9.26352 -2.13485
H -1.51545 9.66074 -2.65107
C -1.69949 -4.57813 3.23069
C -1.32929 -5.53010 2.11058
C -0.83883 -6.86414 2.58263
O -0.03216 -7.28924 1.49420
C 0.43213 -6.14953 0.89686
O 1.30850 -6.12337 0.04886
O -0.20987 -5.04541 1.38328
H -1.67304 -3.53986 2.88334
H -2.70072 -4.79819 3.61322
H -0.99442 -4.64951 4.06591
H -2.16528 -5.62673 1.40793
H -1.64999 -7.57482 2.76305
H -0.20417 -6.80936 3.47348
C 4.71249 0.32080 4.36563
C 4.24007 0.84637 5.70672
C 3.98023 2.32122 5.72527
O 4.16004 2.64005 7.09718
C 5.04841 1.72270 7.58769
O 5.58788 1.80038 8.67890
O 5.25709 0.71426 6.68917
H 5.24548 -0.62834 4.48576
H 3.86717 0.16892 3.68770
H 5.41028 1.01612 3.88664
H 3.37060 0.27338 6.04969
H 2.96892 2.57800 5.39826
H 4.70423 2.90271 5.14467
C -5.41330 -6.48013 -1.79728
C -5.26965 -5.14907 -1.08622
C -4.88273 -4.01656 -1.98664
O -4.24622 -3.12184 -1.08639
C -3.72405 -3.89567 -0.08646
O -2.94370 -3.49367 0.76044
O -4.18584 -5.17934 -0.16892
H -5.30891 -7.31120 -1.09173
H -6.38716 -6.55452 -2.29052
H -4.63693 -6.61300 -2.55846
H -6.18008 -4.92682 -0.51734
H -5.74402 -3.53896 -2.46172
H -4.15621 -4.29571 -2.75712
C 1.32730 -10.73862 0.87257
C 1.40966 -10.93403 2.37357
C 0.92999 -12.27387 2.84023
O 0.53822 -12.00281 4.17783
C 0.17014 -10.68562 4.20695
O -0.40450 -10.15073 5.14048
O 0.52365 -10.05275 3.04835
H 1.30774 -9.67326 0.61958
H 2.18077 -11.20586 0.37208
H 0.41167 -11.17740 0.46158
H 2.42518 -10.71767 2.72547
H 1.71230 -13.03735 2.81395
H 0.05195 -12.64013 2.29772

Atomic partial charges in e from the Löwdin method, atoms 1 to 2: atom 1 (C): -0.352, atom 2 (P): 0.826



# 3
The following is a quantum chemistry calculation of the molecule C4H8O2, from the OMol25 dataset.

Values from the calculation:
Highest occupied orbital energy: -9.5 eV
Max |F|: 0.3 eV/A
Frontier orbital gap: 10.3 eV
Structure (SMILES): COCC(C)=O

Atoms and positions in Å:
C 1.14611 1.05427 -1.00341
O 0.55035 1.24943 0.25947
C 0.51710 0.13551 1.11199
C -0.66114 -0.82740 0.93952
O -0.91223 -1.59295 1.84316
C -1.46984 -0.78773 -0.33646
H 0.38694 0.97476 -1.79282
H 1.79724 1.90775 -1.22381
H 1.75800 0.14474 -1.02031
H 1.44255 -0.46084 1.02528
H 0.48381 0.50494 2.14376
H -2.08681 -1.68715 -0.40840
H -0.82890 -0.70929 -1.22014
H -2.12317 0.09396 -0.31782

Atomic partial charges in e from the Löwdin method, atoms 1 to 2: atom 1 (C): -0.114, atom 2 (O): -0.178



# 4
The following is a quantum chemistry calculation of the molecule C4H9NOS at a distorted geometry, from the OMol25 dataset.

Values from the calculation:
Highest occupied orbital energy: -9.0 eV
Max |F|: 4.8 eV/A
Frontier orbital gap: 9.7 eV
Structure (SMILES): C[C@H](CS)NC=O

Atoms and positions in Å:
O 0.49104 2.59969 1.10220
C -0.60016 2.04020 0.99087
N -0.98816 0.89108 0.22642
C 0.03692 0.07040 -0.40890
C 0.57803 -1.04489 0.59459
S 2.36400 -0.88752 1.36296
C -0.63333 -0.71574 -1.50342
H -1.48622 2.41534 1.54445
H -1.83251 0.58860 0.63770
H 0.90898 0.74645 -0.77335
H -0.06372 -1.34817 1.37734
H 0.58018 -2.11304 0.24295
H 2.93189 -0.41775 0.19145
H -0.86863 -0.07374 -2.48778
H -1.48674 -1.25588 -1.22266
H 0.06844 -1.49503 -1.87482

Atomic partial charges in e from the Löwdin method, atoms 1 to 2: atom 1 (O): 0.010, atom 2 (C): -0.301



# 5
The following is a quantum chemistry calculation of C12H23GdN2O2P2S as an isolated structure at a distorted geometry, from the OMol25 dataset.

Values from the calculation:
Multiplicity: 8
Highest occupied orbital energy (alpha / beta): -15.9 / -15.9 eV
Max |F|: 2.7 eV/A
Frontier orbital gap (alpha / beta): 8.9 / 5.2 eV
Net charge: +2

Atoms and positions in Å:
Gd -0.04152 -1.06063 1.20063
P -2.53736 0.26928 0.85071
C -2.31006 0.75000 -0.92635
C -0.89098 1.12506 -1.34742
N 0.20545 0.77246 -0.62592
C 1.42245 1.24119 -1.00615
C 1.57930 2.05296 -2.12797
C 0.47818 2.34643 -2.91566
C -0.76128 1.85188 -2.52811
C 2.68413 0.94227 -0.20352
P 2.68707 -0.62754 0.78271
H -1.65634 2.06456 -3.11682
H 2.57841 2.39375 -2.37789
H 0.58335 2.97677 -3.80081
H 3.54824 0.90143 -0.88588
H 2.86580 1.75725 0.51733
H -2.71300 -0.05430 -1.55592
H -2.94519 1.64732 -1.04180
H -1.41514 -2.70958 -1.94221
O -2.16467 -2.71445 -2.53888
H -1.76245 -2.67973 -3.42386
H -1.25443 -2.12384 2.26655
O 0.34133 -2.84174 0.26621
H 0.44131 -3.65844 -0.26843
C 3.39901 -1.78085 -0.45356
H 4.41126 -1.48561 -0.75885
H 3.41015 -2.78279 -0.00772
H 2.72913 -1.81058 -1.32072
C 4.09112 -0.33957 1.91699
H 4.15912 -1.21141 2.58804
H 5.04535 -0.20721 1.37789
H 3.86730 0.54685 2.53269
C -3.36008 1.84349 1.30922
H -4.34786 1.88175 0.82218
H -3.44905 1.92372 2.40070
H -2.72104 2.65638 0.93220
C -3.96432 -0.88095 0.66797
H -4.31664 -1.20993 1.65847
H -4.77784 -0.38290 0.11885
H -3.61220 -1.76086 0.10547
S 0.46399 0.97268 3.08804
C 0.12438 0.03548 4.41236
N -0.11439 -0.63004 5.35928

Atomic partial charges in e from the Löwdin method, atoms 1 to 2: atom 1 (Gd): 1.036, atom 2 (P): 0.784



# 6
The following is a quantum chemistry calculation of C11H28F3GaIO10P2 as an isolated structure at a distorted geometry, from the OMol25 dataset.

Values from the calculation:
Highest occupied orbital energy: -4.8 eV
Max |F|: 5.6 eV/A
Frontier orbital gap: 7.2 eV
Net charge: -1

Atoms and positions in Å:
C -0.41622 5.02990 -1.68091
C -1.83097 4.30983 -2.20578
O -1.83516 2.92128 -1.67927
C -2.39249 2.96453 -0.29080
Ga -1.67630 1.47708 0.95040
I 0.67370 2.23256 1.81631
C -1.54362 -0.39965 0.09541
O -0.85822 -0.26419 -1.19786
C -0.32912 -1.54299 -1.69457
F 1.16798 -1.56262 -1.53652
F -0.58798 -1.67373 -3.16385
F -0.90107 -2.75268 -1.06009
H -0.04217 5.78455 -2.49323
H 0.35042 4.17582 -1.41641
H -0.67617 5.55592 -0.64471
H -1.87786 4.30107 -3.38627
H -2.74745 4.95292 -1.80930
H -3.57668 2.93319 -0.35227
H -2.14346 3.99692 0.25088
H -2.65865 1.37140 2.20752
H -0.97077 -1.08601 0.87887
H -2.61619 -0.84419 -0.06504
C 1.82149 -4.98096 -6.18374
O 0.94233 -5.86859 -5.52430
P -0.44170 -6.21182 -6.27201
O -0.30023 -6.66713 -7.69084
O -1.31914 -4.87314 -6.07755
C -1.38489 -4.29182 -4.79079
O -1.15303 -7.26766 -5.28679
C -2.36284 -7.84244 -5.73614
H 2.37114 -4.41135 -5.43001
H 2.53051 -5.55264 -6.78803
H 1.27669 -4.27905 -6.82196
H -0.69436 -3.44435 -4.74829
H -1.12809 -5.00544 -4.00308
H -2.40113 -3.93033 -4.61957
H -2.88960 -7.17932 -6.42957
H -3.00679 -8.02533 -4.87165
H -2.15046 -8.79409 -6.23004
C 1.41751 5.71408 6.13712
O 2.43104 4.73000 6.14217
P 1.95345 3.19339 6.19815
O 0.93660 2.80729 5.16987
O 1.47450 3.00122 7.72572
C 2.31417 3.47466 8.75955
O 3.33251 2.36534 6.13509
C 3.22740 0.95852 6.05917
H 1.79435 6.60457 6.64671
H 1.16530 5.97174 5.10528
H 0.52083 5.36731 6.65916
H 1.93390 4.43766 9.11290
H 3.34860 3.59623 8.42656
H 2.29265 2.76017 9.58524
H 2.30137 0.59934 6.51906
H 4.07465 0.51428 6.58858
H 3.25969 0.64872 5.01148

Atomic partial charges in e from the Löwdin method, atoms 1 to 2: atom 1 (C): -0.115, atom 2 (C): -0.277



# 7
The following is a quantum chemistry calculation of C2H4N2OS3 as an isolated structure at a distorted geometry, from the OMol25 dataset.

Values from the calculation:
Highest occupied orbital energy: -8.6 eV
Max |F|: 5.1 eV/A
Frontier orbital gap: 8.2 eV

Atoms and positions in Å:
C -0.94656 -0.86295 -0.95371
C -0.04506 -0.06714 1.26775
N 0.33280 -0.33240 -1.03373
N 0.68320 0.78025 0.30971
O 0.64813 -1.15968 1.68043
S -1.65737 -1.57876 -2.29376
S -1.68170 -0.67941 0.60764
S 0.02192 2.28536 0.15271
H -0.20523 0.47222 2.10696
H 0.73042 -0.01267 -1.92544
H 1.10032 -1.38318 0.88183
H 1.01912 2.53837 -0.80039

Atomic partial charges in e from the Löwdin method, atoms 1 to 2: atom 1 (C): -1.233, atom 2 (C): -0.754



# 8
The following is a quantum chemistry calculation of a 2-piece molecular cluster, C3H9N overall, from the OMol25 dataset.

Values from the calculation:
Highest occupied orbital energy: -9.5 eV
Max |F|: 0.9 eV/A
Frontier orbital gap: 10.6 eV
Structure (SMILES): C=C.CN

Atoms and positions in Å:
C 1.62267 2.81192 -1.46065
C 1.59623 1.78348 -2.29967
H 0.74603 3.40678 -1.25695
H 2.52333 3.10543 -0.92080
H 0.64130 1.54811 -2.75820
H 2.47914 1.19426 -2.48982
C -1.69782 -1.85052 1.14305
N -0.79131 -1.80012 2.29929
H -2.11196 -2.83600 0.92099
H -1.13969 -1.51331 0.26661
H -2.53213 -1.16977 1.32341
H -1.28450 -2.19400 3.09833
H -0.05131 -2.48624 2.13441

Atomic partial charges in e from the Löwdin method, atoms 1 to 2: atom 1 (C): -0.087, atom 2 (C): -0.083